a.
Formula: C3H9N2S
Source: OMol25
Level of theory: wB97M-V/def2-TZVPD

The HOMO-LUMO gap comes out at 5.9 eV. Its structure (SMILES) is NCNCC[S-]. The value obtained for the HOMO energy is -2.24 eV.

The geometry in ORCA input format:
```
! wB97M-V def2-TZVPD RIJCOSX def2/J DEFGRID3
* xyz -1 1
H 1.0308 0.1845 -1.2753
N -2.4192 0.2691 0.3152
C -1.2215 1.0284 -0.1222
H -3.1931 0.5188 -0.2974
H -0.2419 0.0910 1.3756
H 2.4374 0.1357 0.8765
H -1.0874 0.9905 -1.2077
H -1.4034 2.0733 0.1398
H 0.2302 -1.2444 -0.6417
C 0.7999 -0.3462 -0.3503
H -2.2557 -0.7112 0.0951
N -0.0276 0.5420 0.4942
C 2.0984 -0.7464 0.3394
H 1.8575 -1.5179 1.0857
S 3.3956 -1.2673 -0.8270
*
```

Mulliken population analysis, charges in e, atoms 1 to 8:
1 H 0.3101
2 N -0.6715
3 C -0.3878
4 H 0.2208
5 H 0.2647
6 H 0.2589
7 H 0.2979
8 H 0.3055



b.
Formula: C3H9N2S
Source: OMol25
Level of theory: wB97M-V/def2-TZVPD

The HOMO-LUMO gap comes out at 6.4 eV. Its structure (SMILES) is NCNCC[S-]. The value obtained for the HOMO energy is -2.37 eV.

The geometry in ORCA input format:
```
! wB97M-V def2-TZVPD RIJCOSX def2/J DEFGRID3
* xyz -1 1
H 0.8091 0.3019 2.1803
H -1.5673 -1.1950 -0.4218
C -0.8483 0.4796 -1.3161
C 1.1816 0.0755 0.0704
H -0.1225 1.6810 0.1599
H -2.1774 0.1646 0.2048
H -0.1685 -0.9218 1.4282
H 1.3009 -0.7347 -0.6464
N -1.9277 -0.2837 -0.6699
C 0.8451 -0.4950 1.4218
N 0.2228 1.0196 -0.5337
H 2.1377 0.5923 0.0880
H -1.3082 1.3033 -1.8572
H -0.4091 -0.1978 -2.0519
S 2.0317 -1.7900 1.9435
*
```

Mulliken population analysis, charges in e, atoms 1 to 8:
1 H 0.2348
2 H 0.3329
3 C -0.6767
4 C -0.5948
5 H 0.2215
6 H 0.2800
7 H 0.0865
8 H 0.3356



So which one is most stable? That would be b, about 4.8 kcal/mol below the next structure.



a.
Formula: C3H9N2S
Source: OMol25
Level of theory: wB97M-V/def2-TZVPD

The HOMO-LUMO gap comes out at 6.4 eV. Its structure (SMILES) is NC[C@H](N)C[S-]. The value obtained for the HOMO energy is -2.30 eV.

The geometry in ORCA input format:
```
! wB97M-V def2-TZVPD RIJCOSX def2/J DEFGRID3
* xyz -1 1
H -0.3331 2.6600 -0.2580
S 0.5161 -1.9724 -1.2606
H 1.1326 1.8422 0.4615
H -1.7369 -0.8815 -0.0305
N -0.3755 2.0858 1.7975
N -1.2838 -0.2620 0.6220
H -1.1127 2.7394 1.9894
H -0.8318 0.6359 -1.1367
C -0.3056 0.4888 -0.1777
C 0.0305 1.8980 0.4161
H 1.3752 -0.6584 0.4959
H -0.4806 1.2608 2.3570
C 0.9568 -0.4048 -0.5164
H 1.7633 0.1867 -0.9084
H -0.8876 -0.6558 1.4617
*
```

Mulliken population analysis, charges in e, atoms 1 to 8:
1 H 0.3055
2 S -0.6541
3 H 0.2118
4 H 0.2695
5 N -0.5426
6 N -0.6184
7 H 0.1762
8 H 0.2510



b.
Formula: C3H9N2S
Source: OMol25
Level of theory: wB97M-V/def2-TZVPD

The HOMO-LUMO gap comes out at 6.1 eV. Its structure (SMILES) is NCNCC[S-]. The value obtained for the HOMO energy is -2.28 eV.

The geometry in ORCA input format:
```
! wB97M-V def2-TZVPD RIJCOSX def2/J DEFGRID3
* xyz -1 1
H 0.0071 -0.1542 1.7604
N 0.0020 0.6101 1.1081
H 0.2285 0.9652 -0.9305
H -1.9442 -0.2806 -0.3978
N 1.8226 1.1442 2.7008
C -1.0196 -0.8109 -0.6329
H 1.2801 0.5048 3.2708
C 1.0046 1.5583 1.5201
C 0.1312 0.1089 -0.2803
H -0.9035 -1.7286 -0.0534
H 1.0710 -0.4548 -0.3495
H 1.7233 1.7313 0.7075
H 2.5901 0.6026 2.3488
H 0.5959 2.5408 1.7820
S -0.9909 -1.2636 -2.4130
*
```

Mulliken population analysis, charges in e, atoms 1 to 8:
1 H 0.2150
2 N -0.3575
3 H 0.3899
4 H 0.2767
5 N -0.6492
6 C -0.7584
7 H 0.2462
8 C -0.3554



So which one is most stable? That would be b, about 4.1 kcal/mol below the next structure.



a.
Formula: C2H6NOS
Source: OMol25
Level of theory: wB97M-V/def2-TZVPD

The HOMO-LUMO gap (alpha / beta) comes out at 7.4 / 7.4 eV. The value obtained for the HOMO energy (alpha / beta) is -12.25 / -12.24 eV.

The geometry in ORCA input format:
```
! wB97M-V def2-TZVPD RIJCOSX def2/J DEFGRID3
* xyz 1 1
H 0.0353 -0.2198 2.5661
O -0.5188 -0.9073 0.5662
C -0.2329 -0.2709 -2.9067
H 0.6896 -0.8170 -2.9230
H 0.8391 1.1638 2.7150
H -1.9794 1.1067 -3.4435
H 1.5669 -0.4406 2.9450
C -1.1317 0.5274 -2.9320
N 0.9178 0.1377 2.4016
S -1.3810 -0.2015 -0.4208
H 1.1952 -0.0785 1.4321
*
```

Mulliken population analysis, charges in e, atoms 1 to 8:
1 H 0.3580
2 O -0.4955
3 C -0.2393
4 H 0.4421
5 H 0.3786
6 H 0.3438
7 H 0.3698
8 C -0.3859



b.
Formula: C2H6NOS
Source: OMol25
Level of theory: wB97M-V/def2-TZVPD

The HOMO-LUMO gap (alpha / beta) comes out at 9.3 / 9.3 eV. The value obtained for the HOMO energy (alpha / beta) is -14.80 / -14.79 eV.

The geometry in ORCA input format:
```
! wB97M-V def2-TZVPD RIJCOSX def2/J DEFGRID3
* xyz 1 1
O 0.8677 -0.5778 -0.7735
N 0.1917 0.4122 1.1859
H -0.6572 0.7888 1.4925
H -0.3443 -2.2124 -1.6412
H -0.2554 1.1022 -0.8098
H -0.0312 -0.6515 1.3185
S -2.0045 -0.3583 -0.7702
C 0.5843 0.6401 -0.3169
H 1.5010 1.2915 -0.3443
C -0.7348 -1.2712 -1.1983
H 0.8828 0.8365 1.8573
*
```

Mulliken population analysis, charges in e, atoms 1 to 8:
1 O -0.4747
2 N -0.3453
3 H 0.3358
4 H 0.3878
5 H 0.3785
6 H 0.4004
7 S -0.1201
8 C -0.3814



c.
Formula: C2H6NOS
Source: OMol25
Level of theory: wB97M-V/def2-TZVPD

The HOMO-LUMO gap comes out at 8.9 eV. The value obtained for the HOMO energy is -13.87 eV.

The geometry in ORCA input format:
```
! wB97M-V def2-TZVPD RIJCOSX def2/J DEFGRID3
* xyz 1 1
O -4.0773 -0.7211 -0.0163
H -0.5773 1.7225 -0.1254
C -0.3592 0.6672 -0.4532
H -1.7600 -1.7357 -0.7971
H 0.2414 -0.6680 1.1751
S -3.2426 0.4484 -0.0493
H 0.0485 0.6101 -1.5278
N 0.7213 0.0855 0.5729
C -1.6970 -0.1208 -0.2719
H 1.0417 0.6980 1.3142
H 1.6785 -0.3107 0.4101
*
```

Mulliken population analysis, charges in e, atoms 1 to 8:
1 O -0.4031
2 H 0.3100
3 C -0.1900
4 H 0.2930
5 H 0.4136
6 S 0.4594
7 H 0.2949
8 N -0.4449



So which one is most stable? That would be b, about 45.6 kcal/mol below the next structure.



a.
Formula: C3HF3
Source: OMol25
Level of theory: wB97M-V/def2-TZVPD

The HOMO-LUMO gap comes out at 11.1 eV. Its structure (SMILES) is FC=C=C(F)F. The value obtained for the HOMO energy is -10.67 eV.

The geometry in ORCA input format:
```
! wB97M-V def2-TZVPD RIJCOSX def2/J DEFGRID3
* xyz 0 1
F 2.0716 0.6723 0.9333
F -2.1290 -1.2961 0.0699
C 1.2437 0.2050 0.0064
C 0.0116 -0.2371 0.1922
H -1.8338 0.6389 0.0320
C -1.2926 -0.1983 -0.0213
F 1.9285 0.2152 -1.2124
*
```

Computed Mulliken charges, given in elementary charges:
1 F -0.1783
2 F -0.2153
3 C 0.2734
4 C 0.0439
5 H 0.3175
6 C -0.0505
7 F -0.1908



b.
Formula: C3HF3
Source: OMol25
Level of theory: wB97M-V/def2-TZVPD

The HOMO-LUMO gap comes out at 11.6 eV. Its structure (SMILES) is C#CC(F)(F)F. The value obtained for the HOMO energy is -11.39 eV.

The geometry in ORCA input format:
```
! wB97M-V def2-TZVPD RIJCOSX def2/J DEFGRID3
* xyz 0 1
C -2.0601 0.2873 -0.9734
C 0.2393 -0.0081 0.1729
C -0.9328 0.3661 -0.3723
H -2.8115 0.2650 -1.9371
F 0.2915 -1.4212 0.0915
F 0.5491 0.3824 1.3428
F 1.3075 0.5792 -0.4373
*
```

Computed Mulliken charges, given in elementary charges:
1 C -0.2100
2 C 1.0177
3 C -0.4077
4 H 0.3154
5 F -0.2376
6 F -0.2283
7 F -0.2495



So which one is most stable? That would be a, about 15.2 kcal/mol below the next structure.



a.
Formula: C11H21N5O5
Source: OMol25
Level of theory: wB97M-V/def2-TZVPD

The HOMO-LUMO gap comes out at 8.4 eV. Its structure (SMILES) is [H]/N=C(/N)NCCC[C@H](N)C(=O)N[C@@H](CCC(=O)O)C(=O)O. The value obtained for the HOMO energy is -8.37 eV.

The geometry in ORCA input format:
```
! wB97M-V def2-TZVPD RIJCOSX def2/J DEFGRID3
* xyz 0 1
H -3.1681 -0.7972 0.6043
H -2.3897 2.3555 0.5515
H 3.9661 -0.5561 0.7677
H 2.9148 1.8118 0.0103
C 4.1138 -0.0624 -0.2907
H 0.6841 1.6482 -0.6590
H -0.8076 -1.2314 1.1940
C -4.0518 1.2654 0.6791
C -0.7348 0.1276 -0.6382
H -3.8647 -2.3132 0.1082
H -5.2553 0.0509 1.3011
C 2.7032 0.6925 -0.5685
H -4.1773 1.5066 -1.5628
H 6.5053 -0.8839 0.2946
H -4.7315 -0.3505 -2.3477
C 1.6662 -0.2307 -0.1771
O 5.4590 1.9571 -0.5044
H -5.8243 -0.9174 -0.7783
C 1.8026 -0.8871 1.1401
N -4.6445 1.0103 -0.7038
C -3.4666 -1.3857 -0.3007
O -1.7627 0.8510 -0.7425
H -2.5123 -0.5112 -2.1287
O 2.6920 -1.7184 1.5929
H 1.1195 -0.9925 2.7122
C -2.4277 -1.4091 -1.3948
H -0.2211 -1.4844 -1.6927
H -3.4596 2.4234 2.0007
N 0.4456 0.5581 -0.2888
H -2.6801 -2.2726 -2.1642
H -0.8888 -3.0663 0.3083
N -0.5365 -1.9689 0.2466
C -1.0172 -1.3123 -1.0102
N -4.4921 0.6543 1.8333
O 0.8357 -0.3872 1.9581
C -4.7973 -0.4926 -1.0490
N -3.3776 2.3815 0.9071
H 4.1761 -0.8201 -1.1106
C 5.3395 0.7686 -0.3739
H 2.5543 0.7953 -1.7651
O 6.4818 0.0142 -0.4056
H 1.8697 -1.0213 -0.8884
*
```

Mulliken population analysis, charges in e, atoms 1 to 8:
1 H 0.2501
2 H 0.3415
3 H 0.4185
4 H 0.2901
5 C -0.6359
6 H 0.4107
7 H 0.3544
8 C 0.2989



b.
Formula: C11H21N5O5
Source: OMol25
Level of theory: wB97M-V/def2-TZVPD

The HOMO-LUMO gap comes out at 8.9 eV. Its structure (SMILES) is [H]/N=C(/N)NCCC[C@H](N)C(=O)N[C@@H](CCC(=O)O)C(=O)O. The value obtained for the HOMO energy is -9.07 eV.

The geometry in ORCA input format:
```
! wB97M-V def2-TZVPD RIJCOSX def2/J DEFGRID3
* xyz 0 1
H 3.5586 0.7024 2.3999
H 0.5357 0.4031 -2.9777
H 0.6952 -1.9878 0.4659
O 3.9262 0.4938 5.1187
H 4.4857 1.2825 4.7730
H -2.2202 -1.6108 -0.8805
H 1.2027 -0.0267 2.3580
O 1.8543 -0.1936 4.8596
H 0.5238 1.3387 0.3774
C 2.2483 -0.2135 -0.9756
H -5.4989 -2.8289 -0.3628
H 1.1372 -1.7790 -1.8375
N -4.5711 -2.4589 -0.6150
N 0.1873 -1.2754 -0.0550
H 0.7022 1.6819 2.7021
C -4.7670 -1.8606 -1.8609
N 2.4497 0.6931 -0.0349
C 1.9875 2.8766 0.6736
C 2.8177 1.1667 3.0471
H -3.8385 -1.0479 -3.3201
N -5.9316 -1.6559 -2.3699
H 0.0902 -0.4782 0.6409
O 1.1145 3.8347 0.9843
H -1.5875 -0.2727 -3.4879
H -5.8264 -0.9487 -3.1727
H -0.8566 -1.8131 -3.0396
O 3.1661 -0.4219 -1.7844
C 1.5345 1.4532 0.8085
C 1.4733 1.0117 2.2599
C -0.0152 -0.0115 -2.0812
H 0.2208 3.4745 1.0462
N -3.5499 -1.4569 -2.4487
C 2.7922 0.3978 4.4162
H 3.3745 1.1479 -0.1700
H -2.6390 0.0026 -1.2404
H -0.3445 0.8766 -1.4361
C 0.9263 -0.8937 -1.2216
H 3.0855 2.2654 3.1710
C -2.4188 -0.9191 -1.7151
C -1.2238 -0.7957 -2.6224
H -3.9446 -3.2947 -0.7861
O 3.1434 3.1419 0.3938
*
```

Mulliken population analysis, charges in e, atoms 1 to 8:
1 H 0.4123
2 H 0.3452
3 H 0.3485
4 O -0.5030
5 H 0.3793
6 H 0.2774
7 H 0.4353
8 O -0.5144



So which one is most stable? That would be b, about 175.2 kcal/mol below the next structure.



a.
Formula: C18H20ClFN4O2
Source: OMol25
Level of theory: wB97M-V/def2-TZVPD

The HOMO-LUMO gap comes out at 8.5 eV. Its structure (SMILES) is COc1cc/c(=N\C(=O)CC2CN(Cc3ccc(F)c(C)c3Cl)C2)[nH]n1. The value obtained for the HOMO energy is -8.56 eV.

The geometry in ORCA input format:
```
! wB97M-V def2-TZVPD RIJCOSX def2/J DEFGRID3
* xyz 0 1
H 1.7329 -3.5439 6.2996
C 0.3217 -3.2786 1.5756
H 4.7819 -1.6039 -8.8336
H 1.1867 -2.7717 -3.9591
H 3.2975 -3.2236 5.5298
H 4.5309 0.0412 -8.2304
H 4.9628 -1.2391 -7.1113
H 0.4666 -3.2872 -9.0628
O 2.0324 -4.4891 4.4737
C 0.2207 -1.9113 -7.4172
N -0.3454 -1.3227 -4.4948
N -0.3896 -0.9508 1.2257
H -0.8233 -2.1466 -7.2537
H -0.1189 -3.6258 0.6513
C 2.5372 -3.9832 5.7099
C 2.2606 -2.2400 -8.5780
C 4.3862 -1.0169 -8.0098
H 1.0585 -2.0272 -0.7197
C -0.8112 -1.1594 -0.0786
H 0.5117 0.5270 -5.0662
C 0.2933 -1.3490 -1.1099
C -0.0096 -0.3355 -5.5007
O -1.9706 -1.0675 -0.4131
H 2.9644 -4.8393 6.2217
F 2.9429 -2.8736 -9.5578
C 0.9277 -4.1150 2.4257
H 1.0263 -5.1740 2.2305
H 0.7885 -0.3773 -1.2119
C -0.2259 -1.8165 -2.4494
H 0.6873 -0.5712 3.4054
H -0.7375 -2.7749 -2.3537
C 1.4483 -3.5915 3.6626
C 0.8220 -0.9653 -6.5900
C 0.9258 -2.5539 -8.4149
Cl 3.0003 0.4585 -5.7841
C 2.9322 -1.3183 -7.7944
C 0.7481 -1.8239 -3.6427
H -0.8295 0.1978 -3.0517
H -0.9442 0.0315 -5.9331
C 2.1702 -0.6984 -6.7991
N 0.7636 -1.5302 3.1078
C 0.2032 -1.8629 1.9037
C -1.0662 -0.8485 -3.2983
H -2.1465 -0.9779 -3.3146
N 1.3629 -2.3565 3.9971
H 1.5487 -1.0815 -3.5065
*
```

Mulliken population analysis, charges in e, atoms 1 to 8:
1 H 0.3027
2 C 0.0549
3 H 0.3573
4 H 0.3353
5 H 0.3014
6 H 0.3628
7 H 0.3473
8 H 0.4162



b.
Formula: C18H20ClFN4O2
Source: OMol25
Level of theory: wB97M-V/def2-TZVPD

The HOMO-LUMO gap comes out at 8.5 eV. Its structure (SMILES) is COc1cc/c(=N\C(=O)CC2CN(Cc3ccc(F)c(C)c3Cl)C2)[nH]n1. The value obtained for the HOMO energy is -8.48 eV.

The geometry in ORCA input format:
```
! wB97M-V def2-TZVPD RIJCOSX def2/J DEFGRID3
* xyz 0 1
C 1.8544 5.9068 0.9901
C -2.7988 -4.8618 -1.9266
H 0.8528 3.9861 4.8501
C 0.4658 4.8857 4.3702
C 1.0378 0.6098 -1.3135
C 1.4088 4.8783 0.1790
C 1.5863 -2.5860 -1.2149
H 2.1320 -2.0198 0.7516
H -0.7184 2.2619 0.1216
C -2.3755 -3.5535 -2.3389
H -0.8018 -2.1782 -2.3950
H 2.5276 1.2464 1.2400
H 3.0070 -0.2113 -0.7627
C 0.3482 3.8441 2.0642
C -0.2122 -4.0177 -1.3419
C 0.6536 3.8348 0.7011
H -4.4404 -6.6205 -0.7852
H 0.4887 -1.5929 0.3212
C 1.9798 -0.2061 -0.4125
F 1.9802 6.8946 3.1089
C 0.7899 4.8729 2.8968
C 1.6904 0.8728 0.6445
O 2.1996 -2.3411 -2.2292
H -0.0014 0.2450 -1.2816
N 1.2686 1.7700 -0.4432
H -3.0565 -2.9144 -2.8837
H -3.8636 -7.2530 -2.3418
H -0.0361 3.1783 -1.2012
N -2.0455 -5.6870 -1.3047
H 2.4478 6.7170 0.5870
C -4.4750 -6.4849 -1.8668
H 1.3340 0.7531 -2.3550
C -1.1332 -3.1525 -2.0588
H 0.8708 0.5929 1.3189
Cl -0.6082 2.5757 2.7605
C 1.5154 -1.6118 -0.0548
H -5.5027 -6.6085 -2.1977
O -4.0603 -5.1838 -2.2412
H -0.6144 4.8967 4.5205
C 1.5417 5.8919 2.3347
H 1.6666 4.8756 -0.8710
C 0.2095 2.7322 -0.2342
N 0.9898 -3.8182 -0.9736
H -0.2076 -5.9218 -0.5673
H 0.8902 5.7499 4.8732
N -0.7860 -5.2473 -1.0371
*
```

Mulliken population analysis, charges in e, atoms 1 to 8:
1 C -0.5990
2 C 0.5574
3 H 0.3479
4 C -1.7100
5 C -0.7502
6 C -0.6780
7 C 0.3011
8 H 0.3240



So which one is most stable? That would be a, about 1.7 kcal/mol below the next structure.